[1]
# C3H7NO2S

A 2-piece molecular cluster, C3H7NO2S overall at a distorted geometry (ωB97M-V/def2-TZVPD, the Open Molecules 2025 dataset).

HOMO ... -9.389 eV
DFT total energy ... -721.90959 hartree
SMILES string ... C=C(O)C(N)=O.S
Lowest unoccupied orbital energy ... 0.515 eV

Geometry (Å):
C -0.060 -0.445 0.579
C -0.709 1.750 1.355
C -0.978 0.683 0.561
N 1.170 -0.262 1.060
O -0.400 -1.472 0.000
O -1.964 0.715 -0.319
S 0.764 -1.994 -3.106
H 0.028 1.675 2.121
H -1.314 2.658 1.272
H 1.933 -1.477 -3.349
H 1.426 0.655 1.523
H 1.769 -0.995 1.202
H -1.953 -0.170 -0.807
H 0.289 -1.322 -2.092

[2]
# C3H7NO2S2

A 2-piece molecular cluster, C3H7NO2S2 overall at a distorted geometry (ωB97M-V/def2-TZVPD, the Open Molecules 2025 dataset).

HOMO (spin up / spin down) ... -6.186 / -8.965 eV
DFT total energy ... -1119.84081 hartree
<S²> ... 2.014
Lowest unoccupied orbital energy (spin up / spin down) ... 0.571 / -2.455 eV
Multiplicity ... 3

Geometry (Å):
C -0.789 1.567 0.252
C 0.010 -1.561 0.088
C 0.511 0.918 0.751
N 0.116 -1.181 -1.170
O -0.688 -0.528 -1.873
O 1.311 -1.418 -1.814
S 1.857 0.974 -0.073
S 0.429 0.471 2.508
H -0.626 2.480 -0.169
H -1.571 1.487 1.038
H -1.035 0.960 -0.694
H -0.954 -1.465 0.556
H 0.808 -2.212 0.335
H 1.249 -1.634 -2.766
H -0.628 1.141 3.032

[3]
# C3H7NO3

A 2-piece molecular cluster, C3H7NO3 overall at a distorted geometry (ωB97M-V/def2-TZVPD, the Open Molecules 2025 dataset).

HOMO ... -10.355 eV
DFT total energy ... -398.99871 hartree
SMILES string ... CC(=O)NC=O.O
Lowest unoccupied orbital energy ... 0.705 eV

Geometry (Å):
O 0.473 -0.771 1.254
C 0.328 0.211 0.572
N 0.454 0.020 -0.818
C 0.453 0.831 -1.917
O 0.580 2.033 -1.978
C 0.272 1.629 1.015
H 0.344 -0.944 -1.074
H 0.145 0.328 -2.842
H 0.199 2.374 0.232
H 1.077 1.830 1.722
H -0.615 1.814 1.633
H -1.722 -3.692 0.768
H -0.567 -2.822 0.941
O -1.423 -2.841 0.491

[4]
# C3H7NO3

A 2-piece molecular cluster, C3H7NO3 overall at a distorted geometry (ωB97M-V/def2-TZVPD, the Open Molecules 2025 dataset).

HOMO (spin up / spin down) ... -10.955 / -10.956 eV
DFT total energy ... -398.83690 hartree
SMILES string ... C=C(C)[N+](=O)[O-].O
Lowest unoccupied orbital energy (spin up / spin down) ... -0.947 / -0.947 eV

Geometry (Å):
C -0.287 0.932 0.783
C 0.240 0.251 -1.571
C 0.687 0.578 -0.342
N 1.927 0.078 0.053
O 2.316 0.207 1.191
O 2.578 -0.440 -0.833
O -0.494 -2.191 0.394
H -0.170 0.181 1.529
H -1.341 0.875 0.556
H 0.068 1.957 1.205
H -0.760 0.509 -1.827
H -0.110 -2.203 -0.477
H 0.764 -0.340 -2.296
H -0.733 -1.329 0.651

[5]
# C3H7NO3

A 2-piece molecular cluster, C3H7NO3 overall at a distorted geometry (ωB97M-V/def2-TZVPD, the Open Molecules 2025 dataset).

HOMO (spin up / spin down) ... -9.332 / -9.332 eV
DFT total energy ... -398.87299 hartree
Lowest unoccupied orbital energy (spin up / spin down) ... -1.669 / -1.669 eV

Geometry (Å):
C 0.243 -1.273 -1.051
C 0.209 -0.953 1.352
N -0.429 -0.739 0.092
C -0.651 1.739 -0.240
O 0.459 1.096 -0.140
O -0.534 3.088 -0.409
O -1.778 1.231 -0.187
H 0.414 3.283 -0.436
H -0.040 -2.340 -1.057
H -0.191 -0.849 -1.957
H -0.247 -0.309 2.104
H 1.295 -0.837 1.344
H 1.328 -1.154 -1.044
H -0.077 -1.983 1.630

[6]
# C3H7NO3

One molecule with the formula C3H7NO3 at a distorted geometry (ωB97M-V/def2-TZVPD, the Open Molecules 2025 dataset).

HOMO ... -11.029 eV
DFT total energy ... -398.81643 hartree
SMILES string ... CC(C)(O)[N+](=O)[O-]
Lowest unoccupied orbital energy ... 0.022 eV

Geometry (Å):
C -0.959 -0.816 -0.624
C -0.132 1.587 -0.084
C -0.016 0.018 0.088
N 0.564 -0.283 1.443
O 1.036 0.513 2.187
O 0.526 -1.464 1.704
O 1.494 -0.347 -0.708
H -1.934 -0.665 -0.373
H -0.744 -1.965 -0.401
H -0.761 -0.771 -1.679
H 0.511 1.769 -0.938
H 0.294 1.995 0.761
H -1.174 1.719 -0.418
H 1.296 -1.289 -0.959